Density functional theory data (the ωB97M-V functional and the def2-TZVPD basis) for a structure of composition C4H4O5Sr in a non-equilibrium geometry.

Cartesian coordinates (Å):
O: 2.06536 1.36246 -2.52267
C: 1.77815 1.16727 -1.33599
O: 2.07698 1.91283 -0.35146
O: 0.74784 0.30410 -1.08254
C: -0.53474 0.77046 -0.55322
H: -0.89616 1.58298 -1.20356
C: -1.50412 -0.39260 -0.69480
H: -1.39759 -0.89811 -1.67110
H: -1.36883 -1.14508 0.09716
H: -2.53477 -0.01886 -0.59424
C: 0.46210 -2.08696 2.74993
O: 0.17620 -1.04684 3.19119
O: 0.79612 -3.10330 2.31964
Sr: 0.13345 1.59164 1.65167

Output
* HOMO energy: -6.9 eV
* LUMO energy: -1.5 eV
* HOMO-LUMO gap: 5.38 eV